1.
21
Properties=species:S:1:pos:R:3:forces:R:3 method="wB97M-V/def2-TZVPD" charge=0 smiles=C[C@H]1C[C@]1(C)[C@@H](N)O e_homo_ha=-0.3569 lumo_energy_ev=1.0
C 2.13637 -0.10765 1.08493 0.551 -0.259 -0.078
C 0.68699 0.21233 0.93208 -0.302 0.186 -0.571
C 0.25268 1.38445 0.09442 -0.503 -0.297 0.092
C -0.07169 -0.02700 -0.37983 0.741 0.635 0.130
C 0.69575 -0.53212 -1.58495 0.149 -0.090 -0.010
C -1.51556 -0.50219 -0.38287 0.227 0.265 0.155
N -2.21259 -0.38596 0.87093 0.127 -0.238 0.646
O -2.24431 0.27466 -1.29826 -0.478 0.248 -0.235
H 2.74538 0.27746 0.26180 -0.088 -0.095 0.087
H 2.27784 -1.19137 1.14232 0.159 0.073 0.019
H 2.51936 0.33248 2.01138 0.001 -0.050 -0.121
H 0.17567 0.06302 1.87549 -0.426 0.018 -0.171
H -0.55631 2.01022 0.45442 -0.052 -0.075 0.007
H 1.00414 1.94932 -0.44778 0.011 -0.185 -0.004
H 0.11313 -0.39278 -2.50184 0.002 0.002 0.171
H 0.90805 -1.60044 -1.47317 0.020 0.035 -0.110
H 1.64656 -0.00907 -1.72732 -0.147 -0.107 0.090
H -1.55864 -1.54678 -0.71018 0.194 -0.161 0.203
H -1.73616 -0.96637 1.55695 -0.285 -0.004 0.048
H -2.11127 0.57350 1.19376 -0.088 -0.013 0.060
H -3.15538 0.18430 -0.97229 0.186 0.111 -0.408


2.
15
Properties=species:S:1:pos:R:3:forces:R:3 method="wB97M-V/def2-TZVPD" charge=0 e_homo_ha="-0.3249 / -0.3249" lumo_energy_ev="0.4 / 0.4"
C -0.02172 0.80348 -0.77235 -0.315 0.096 -0.482
C -0.20474 -0.71568 0.51186 0.383 -0.024 0.266
C 0.74086 -1.84740 0.17362 -0.103 0.035 -0.004
C 0.12000 2.00984 0.15015 -0.054 -0.180 0.091
O -1.00837 0.75221 -1.56280 0.284 -0.114 0.488
N -2.38225 -0.74347 -0.45603 0.706 -0.402 0.809
N -1.52570 -0.98432 0.24043 -0.755 0.708 -1.206
H 0.94996 0.42890 -1.15119 -0.065 -0.114 0.111
H -0.09989 -0.31651 1.51803 -0.055 0.003 0.003
H 1.76131 -1.48182 0.29039 -0.044 0.008 -0.005
H 0.92274 1.87889 0.87999 -0.016 -0.003 -0.016
H 0.61518 -2.71347 0.82634 0.022 0.023 -0.035
H 0.60350 -2.15647 -0.86307 0.014 0.004 0.007
H -0.82028 2.19814 0.67158 0.015 0.004 -0.014
H 0.34941 2.88767 -0.45696 -0.020 -0.044 -0.014


3.
63
Properties=species:S:1:pos:R:3:forces:R:3 method="wB97M-V/def2-TZVPD" charge=+3 e_homo_ha=-0.5914 lumo_energy_ev=-9.7
Ir 0.19490 0.41037 -0.40853 0.579 0.824 -0.447
N 0.21460 0.66157 4.05247 -0.647 -0.042 -0.511
C -0.22740 0.60487 2.79397 -0.219 0.091 0.830
N 0.56240 0.60477 1.75377 -0.305 -0.033 -0.745
C 1.94630 0.63967 1.96477 0.013 -0.387 -1.312
N 2.72400 0.58107 0.90617 1.824 0.353 2.874
N 2.15780 0.41467 -0.23253 0.730 -0.529 -4.656
C 2.90590 0.29967 -1.36533 -0.681 0.275 4.357
C 2.20810 0.23707 -2.56223 -1.571 -0.318 -2.665
C 2.83070 0.12837 -3.83543 -0.320 0.192 1.705
C 2.05450 0.09667 -4.96463 -1.028 -0.013 -0.309
C 0.65970 0.13867 -4.83283 0.675 -0.022 0.105
C 0.10370 0.22077 -3.56603 -0.384 0.058 -0.371
N 0.82980 0.28127 -2.45793 0.385 0.012 0.751
C 2.48650 0.60487 3.29347 -0.843 0.151 0.498
C 3.84940 0.49247 3.57187 0.233 -0.035 0.383
C 4.27540 0.37767 4.88477 -0.058 0.056 -0.332
C 3.35710 0.40387 5.93947 -0.151 0.058 -0.301
C 2.00360 0.54197 5.68637 -0.073 0.014 -0.110
C 1.56080 0.61877 4.37087 1.120 -0.013 -0.361
H -0.45100 0.69667 4.81787 -0.055 -0.077 -0.198
H -1.29710 0.54447 2.64027 -0.012 0.079 0.050
H 3.98000 0.24917 -1.28573 0.123 0.151 0.094
H 3.90680 0.08487 -3.88783 0.128 0.008 0.016
H 2.50810 0.03427 -5.94183 0.039 -0.022 -0.086
H 0.01260 0.10367 -5.69363 -0.056 -0.001 -0.091
H -0.97240 0.23467 -3.44813 -0.013 0.080 0.073
H 4.55320 0.48487 2.75537 0.075 -0.018 -0.063
H 5.32900 0.27087 5.09717 0.034 0.004 0.000
H 3.70480 0.30977 6.95767 -0.001 0.034 0.054
H 1.29320 0.58057 6.49677 -0.101 -0.053 0.152
N -3.64390 2.14737 -0.76923 0.196 0.098 -0.002
C -4.17090 0.88117 -0.64603 0.575 -0.819 0.117
C -5.47060 0.40587 -0.63963 -0.226 -0.511 0.055
C -5.63580 -0.96403 -0.47713 -0.031 0.649 -0.090
C -4.54280 -1.82123 -0.32683 0.219 -0.001 0.054
C -3.24650 -1.35193 -0.31483 -0.018 0.315 -0.017
C -3.05410 0.02327 -0.49013 -1.137 -0.526 -0.006
N -1.90550 0.76997 -0.53593 0.341 1.322 -0.159
C -2.30750 2.05137 -0.69473 -0.019 -0.961 0.061
C -1.37060 3.13747 -0.75213 -0.265 1.270 -0.156
C -1.58520 4.49327 -0.89463 0.230 -0.862 0.093
S -0.11010 5.34227 -0.88983 0.277 -0.921 0.097
C 0.71930 3.84807 -0.69553 0.472 0.841 -0.059
N -0.04800 2.80717 -0.63973 0.001 -2.591 0.348
H -4.17950 2.99437 -0.89603 0.086 -0.024 0.014
H -6.32060 1.05797 -0.75233 -0.119 0.107 -0.006
H -6.63280 -1.37313 -0.45113 -0.106 -0.029 -0.050
H -4.72350 -2.87623 -0.20843 -0.025 -0.162 0.066
H -2.41200 -2.01283 -0.15383 0.061 -0.097 0.017
H -2.51160 5.02417 -0.99693 -0.231 0.051 -0.029
H 1.78900 3.78767 -0.62653 0.253 0.066 0.021
Br 1.63030 -2.50113 1.71137 -0.031 -0.219 -0.270
C 0.80910 -3.04413 0.09467 0.309 -0.031 0.724
C 0.84660 -4.39723 -0.21523 -0.046 0.215 -0.088
C 0.16560 -4.82853 -1.33913 0.003 0.212 0.076
C -0.52270 -3.89183 -2.09813 0.107 0.103 0.182
C -0.47160 -2.56343 -1.71973 -0.316 -0.207 -0.586
N 0.18490 -2.12863 -0.64023 0.090 1.817 0.349
H 1.39230 -5.07843 0.41957 -0.016 -0.006 0.045
H 0.15710 -5.87203 -1.60813 0.018 -0.150 -0.029
H -1.09210 -4.19893 -2.95993 -0.057 0.106 -0.131
H -1.00110 -1.82043 -2.29393 -0.033 0.071 -0.025


The max |F| results, record by record, are as follows: 1.0, 1.6, 4.7 eV/A.